1.
The following is a DFT calculation (ωB97M-V with the def2-TZVPD basis set) of 2 unconnected molecules or ions with the total composition C4H3N3O.

```
! wB97M-V def2-TZVPD RIJCOSX def2/J DEFGRID3
* xyz 0 1
C 0.218 0.545 -0.059
C -1.432 -0.986 0.086
C 0.689 -0.686 -0.311
C 2.117 -0.705 -0.204
H -0.096 2.128 0.817
H -1.698 1.248 -0.482
H -2.369 -1.420 0.223
N -1.183 0.361 -0.055
N -0.301 -1.659 -0.042
N 3.312 -0.548 0.144
O 0.743 1.723 -0.117
*
```

## Properties
**Energy**: -393.5913 Eh
**E_HOMO**: -9.0794 eV

---

2.
The following is a DFT calculation (ωB97M-V with the def2-TZVPD basis set) of 2 unconnected molecules or ions with the total composition C6H6BrClO3.

```
! wB97M-V def2-TZVPD RIJCOSX def2/J DEFGRID3
* xyz 0 1
C 1.894 -0.725 -0.963
C 2.584 -0.091 0.034
C 1.934 0.729 -0.935
C -1.570 0.814 0.262
C 1.401 -2.086 -1.042
C -2.841 0.869 1.211
O 1.573 1.766 -1.478
O -1.038 -0.162 -0.204
O -1.104 2.016 0.289
Cl -3.210 -0.627 2.069
Br 3.761 -0.154 1.548
H 1.631 -2.825 -0.291
H 1.282 -2.480 -2.123
H 0.369 -1.833 -0.706
H -3.732 1.078 0.714
H -2.587 1.550 1.927
H -0.344 2.160 -0.313
*
```

## Properties
**Energy**: -3492.0643 Eh
**E_HOMO**: -9.7003 eV
**SMILES**: Cc1c(Br)c1=O.O=C(O)CCl

---

3.
The following is a DFT calculation (ωB97M-V with the def2-TZVPD basis set) of 2 unconnected molecules or ions with the total composition C19H33Cl4I2N4O.

```
! wB97M-V def2-TZVPD RIJCOSX def2/J DEFGRID3
* xyz 1 1
C 5.449 -0.734 2.418
O 4.189 -0.917 1.807
C 4.139 -1.961 0.861
C 3.789 -1.460 -0.553
C 4.081 0.036 -0.775
C 2.809 0.857 -0.646
C 2.986 2.321 -1.022
C 1.793 3.266 -0.734
C 0.548 2.676 -0.048
C 0.236 3.412 1.257
C -0.916 2.793 2.057
C -2.115 2.373 1.193
C -3.403 2.275 1.990
C -4.567 1.878 1.062
N -4.442 0.452 0.744
C -5.477 -0.262 0.358
N -6.730 0.203 0.244
C -7.469 -0.838 -0.092
N -6.733 -1.946 -0.209
N -5.439 -1.607 0.049
C -4.418 -2.576 0.040
I -4.766 -4.152 1.420
C -3.316 -2.572 -0.713
C -2.233 -3.590 -0.668
I -2.985 -1.067 -2.163
H 6.262 -0.929 1.723
H 5.563 -1.353 3.306
H 5.524 0.305 2.726
H 3.371 -2.664 1.179
H 5.067 -2.528 0.817
H 4.272 -2.043 -1.326
H 2.722 -1.619 -0.696
H 4.840 0.379 -0.084
H 4.445 0.154 -1.795
H 2.018 0.421 -1.254
H 2.490 0.803 0.396
H 3.878 2.710 -0.537
H 3.209 2.364 -2.087
H 2.150 4.096 -0.132
H 1.482 3.722 -1.668
H -0.298 2.778 -0.720
H 0.624 1.619 0.201
H 1.118 3.348 1.887
H 0.015 4.456 1.044
H -0.573 1.927 2.621
H -1.263 3.528 2.781
H -2.222 3.102 0.392
H -1.862 1.423 0.720
H -3.662 3.230 2.431
H -3.314 1.493 2.741
H -5.524 2.078 1.521
H -4.446 2.445 0.145
H -3.529 0.042 0.818
H -8.530 -0.778 -0.241
H -7.056 -2.873 -0.437
H -1.497 -3.296 0.079
H -2.615 -4.572 -0.421
H -1.726 -3.627 -1.623
C 4.814 -3.802 -4.480
Cl 4.994 -3.158 -6.112
Cl 4.879 -5.564 -4.527
Cl 6.117 -3.189 -3.456
Cl 3.257 -3.288 -3.813
*
```

## Properties
**Energy**: -3473.8841 Eh
**E_HOMO**: -11.2111 eV

---

4.
The following is a DFT calculation (ωB97M-V with the def2-TZVPD basis set) of a single C6H9NO2S molecule.

```
! wB97M-V def2-TZVPD RIJCOSX def2/J DEFGRID3
* xyz 0 1
C -1.175 -1.462 0.565
C -0.368 -0.394 0.002
C -0.567 0.523 -0.919
C 0.353 1.637 -1.195
C -1.657 0.471 -1.865
C 1.204 -1.435 2.240
N -1.736 -2.350 1.073
O 2.333 -0.227 0.209
O 0.999 1.219 1.762
S 1.200 -0.076 1.098
H 0.825 1.225 -2.219
H 1.094 1.915 -0.501
H -0.241 2.508 -1.557
H -1.305 1.007 -2.780
H -2.435 1.144 -1.316
H -1.993 -0.605 -2.024
H 2.064 -1.353 2.882
H 0.169 -1.376 2.850
H 1.236 -2.370 1.694
*
```

## Properties
**Energy**: -837.3586 Eh
**E_HOMO**: -10.0497 eV
**SMILES**: CC(C)=C(C#N)S(C)(=O)=O

---

Number 1: largest force on an atom 9.29 eV Å⁻¹, lowest unoccupied orbital energy -0.035 Ha, gap between HOMO and LUMO 8.115 eV. Number 2: largest force on an atom 3.92 eV Å⁻¹, lowest unoccupied orbital energy 0.008 Ha, gap between HOMO and LUMO 9.921 eV. Number 3: largest force on an atom 1.43 eV Å⁻¹, lowest unoccupied orbital energy -0.128 Ha, gap between HOMO and LUMO 7.716 eV. Number 4: largest force on an atom 3.98 eV Å⁻¹, lowest unoccupied orbital energy 0.009 Ha, gap between HOMO and LUMO 10.290 eV.